1.
ORCA calculation (ωB97M-V with the def2-TZVPD basis set) on a molecular structure, C20H28BeNO2P in a non-equilibrium geometry.

Computed properties:
* HOMO level: -7.47 eV
* E_tot: -1340.14215 a.u.
* Kohn-Sham gap: 7.3 eV
* total charge: 0

```
53
C20H28BeNO2P, DFT ωB97M-V with the def2-TZVPD basis set
C 0.4083 3.0113 -3.1864
C -0.8720 2.5501 -2.8608
C -1.0914 1.6296 -1.8156
C 0.0172 1.1652 -1.0542
C 1.3236 1.5861 -1.4458
C 1.5118 2.5064 -2.4915
C -2.5024 1.1108 -1.6085
C -2.5304 -0.3957 -1.2965
N -2.7602 -1.2245 -2.4778
Be -0.0731 -0.2073 0.4742
C 2.5216 0.9191 -0.7926
P 1.9610 -0.8335 -0.5200
H -1.7364 2.9015 -3.4372
H 2.5279 2.8125 -2.7675
H 0.5467 3.7326 -3.9990
H 2.7402 1.3355 0.2093
H 3.4356 0.9949 -1.4093
H -2.9892 1.6285 -0.7689
H -3.0921 1.3285 -2.5160
H -1.5989 -0.6881 -0.7480
C 3.3271 -1.6750 0.3910
C 2.0220 -1.5783 -2.2056
H -3.3783 -0.5736 -0.6050
C -1.5948 -1.3440 -3.3418
C -3.3078 -2.5246 -2.1231
H 0.1124 -1.1457 2.0077
H -1.8578 -1.9324 -4.2383
H -1.2639 -0.3473 -3.6770
H -0.7271 -1.8457 -2.8438
H -3.5533 -3.0894 -3.0401
H -2.6092 -3.1516 -1.5139
H -4.2356 -2.3868 -1.5407
H 3.0393 -1.5371 -2.6333
H 1.6834 -2.6268 -2.1567
H 1.3265 -1.0118 -2.8465
H 4.2840 -1.5912 -0.1539
H 3.4319 -1.2113 1.3861
H 3.0802 -2.7419 0.5252
H -0.3778 -1.6336 1.5357
O 0.6248 3.0998 2.5181
C 0.5411 1.7973 2.3703
O 0.4483 1.3420 1.1146
C 0.3378 0.9935 3.6318
C 1.0538 -0.1862 3.9048
C 0.8413 -0.8996 5.1004
C -0.0685 -0.4342 6.0414
C -0.7600 0.7595 5.8093
C -0.5532 1.4733 4.6150
H 1.7885 -0.5633 3.2067
H 1.3901 -1.8161 5.2910
H -0.2320 -0.9861 6.9647
H -1.4592 1.1217 6.5524
H -1.1042 2.3850 4.4654
```

---

2.
ORCA calculation (ωB97M-V with the def2-TZVPD basis set) on a molecular structure, C26H31AsN10O7S2Zn in a non-equilibrium geometry.

Computed properties:
* HOMO level: -8.22 eV
* E_tot: -6895.20845 a.u.
* Kohn-Sham gap: 7.9 eV
* total charge: 0

```
78
C26H31AsN10O7S2Zn, DFT ωB97M-V with the def2-TZVPD basis set
Zn -0.9914 0.1142 -0.7215
N 0.8372 8.1528 0.4032
C 0.4847 6.8448 0.6941
C 1.2482 5.7813 0.2031
C 0.8715 4.4786 0.4588
C -0.2734 4.2187 1.2000
C -1.0436 5.2637 1.6872
C -0.6647 6.5685 1.4399
S -0.7402 2.5558 1.5153
O -1.7788 2.5572 2.5102
O 0.4648 1.8078 1.8024
N -1.2556 1.9364 0.1148
C -2.2011 2.5163 -0.6759
N -2.4485 1.7480 -1.7575
C -3.2847 2.2207 -2.6654
C -3.9120 3.4469 -2.5079
C -3.6268 4.1307 -1.3361
N -2.7845 3.6850 -0.4110
H 1.7994 8.3086 0.1524
H 0.4693 8.8582 1.0196
H 2.1413 5.9856 -0.3749
H 1.4734 3.6584 0.0921
H -1.9372 5.0399 2.2524
H -1.2632 7.3873 1.8202
H -3.4489 1.5935 -3.5347
H -4.5913 3.8401 -3.2483
H -4.0975 5.0853 -1.1244
O 4.0216 -2.7470 2.8069
S 4.1507 -4.1191 2.3347
O 2.8816 -4.8413 2.3253
O 5.2917 -4.8375 2.8317
C 4.4135 -3.9382 0.5426
N 5.0349 -4.9048 -0.1282
C 5.0847 -4.7758 -1.4497
C 4.4656 -3.7354 -2.1360
C 3.8327 -2.8021 -1.3379
N 3.8410 -2.8755 -0.0072
C 2.9372 -1.7044 -1.7804
C 2.9499 -0.4900 -1.1008
C 1.8156 0.2848 -1.1349
N 0.7326 -0.0813 -1.8264
C 0.7862 -1.1408 -2.6332
C 1.8843 -1.9779 -2.6513
H 5.6188 -5.5512 -1.9873
H 4.4724 -3.6666 -3.2141
H 3.7641 -0.2371 -0.4382
H 1.7045 1.1573 -0.4972
H -0.1146 -1.3593 -3.1939
H 1.8571 -2.8969 -3.2201
C -4.8539 -3.8480 -0.6772
N -4.0097 -2.8147 -1.2337
C -4.0010 -2.3834 -2.6151
C -2.8343 -1.3979 -2.6191
O -2.4394 -0.7934 -3.5882
N -2.3154 -1.3321 -1.3456
C -3.0086 -2.2030 -0.5847
N -2.7123 -2.4173 0.6809
H -5.6469 -4.0676 -1.3873
H -5.3232 -3.5102 0.2481
H -4.2968 -4.7684 -0.4867
H -4.9271 -1.8832 -2.9037
H -3.8056 -3.2038 -3.3081
H -1.8315 -1.9681 1.0101
H -3.2176 -3.0908 1.2268
C -0.1806 -0.7585 3.7636
As 0.7025 -1.3230 2.1618
C 2.4236 -0.5420 2.0576
C 1.0706 -3.1927 2.2850
O -0.3784 -1.0866 0.8693
H 0.5169 -0.8464 4.5958
H -1.0352 -1.4128 3.9344
H -0.5146 0.2708 3.6507
H 2.8905 -0.8179 3.0043
H 2.3699 0.5345 1.9469
H 2.9987 -1.0547 1.2865
H 1.7320 -3.3737 3.1317
H 1.6107 -3.5040 1.3888
H 0.1442 -3.7552 2.3944
```

---

3.
ORCA calculation (ωB97M-V with the def2-TZVPD basis set) on 3 unconnected molecules or ions with the total composition C2H12N6 in a non-equilibrium geometry.

Computed properties:
* HOMO level: -8.48 eV
* E_tot: -411.76794 a.u.
* SMILES: N/N=N/N.C=NC.N
* Kohn-Sham gap: 9.5 eV
* total charge: 0

```
20
C2H12N6, DFT ωB97M-V with the def2-TZVPD basis set
N 1.5660 0.2422 -3.2913
N 0.6905 0.1462 -2.2518
N -0.4767 0.5182 -2.5269
N -1.3197 0.5195 -1.4685
H 2.2842 -0.4653 -3.2230
H 1.1211 0.2928 -4.2072
H -0.8647 0.5556 -0.5547
H -2.0673 1.1835 -1.6027
C -0.8048 0.4012 2.5531
N -0.1324 -0.6974 2.4639
C -0.5163 -1.7022 1.5168
H -1.8421 0.4189 2.1969
H -0.7323 0.8936 3.5158
H 0.2740 -1.8076 0.7783
H -1.4535 -1.5035 0.9858
H -0.5779 -2.6587 2.0400
N 1.0513 0.8084 0.6844
H 1.4104 0.6827 -0.2647
H 1.7449 0.4836 1.3584
H 0.6453 1.6884 1.2974
```

---

4.
ORCA calculation (ωB97M-V with the def2-TZVPD basis set) on C5H11NO in the gas phase in a non-equilibrium geometry.

Computed properties:
* HOMO level: -8.85 eV
* E_tot: -327.07451 a.u.
* SMILES: CN[C@H](C)CC=O
* Kohn-Sham gap: 9.8 eV
* total charge: 0

```
18
C5H11NO, DFT ωB97M-V with the def2-TZVPD basis set
C -1.2941 1.3837 1.5814
N -1.0964 0.7673 0.2823
C 0.0077 -0.1993 0.2274
C 1.3294 0.5483 -0.0513
C -0.3115 -1.1550 -0.9507
C 0.8622 -1.9168 -1.4588
O 1.1087 -3.0623 -1.1723
H -1.4834 0.5830 2.2933
H -2.1463 2.0578 1.5677
H -0.4218 1.9541 1.9304
H -1.0264 1.4220 -0.4860
H -0.0442 -0.7734 1.1455
H 1.2890 0.9151 -1.0707
H 1.4512 1.3402 0.6773
H 2.1781 -0.1197 0.0408
H -1.1623 -1.7648 -0.6508
H -0.7838 -0.5656 -1.7359
H 1.5442 -1.4149 -2.1696
```